Record 1
{
  "formula": "C22H38As2N6O2RuS",
  "method": "wB97M-V/def2-TZVPD",
  "species": ["Ru", "C", "As", "C", "C", "C", "C", "C", "C", "C", "As", "C", "C", "H", "H", "H", "H", "H", "H", "H", "H", "H", "H", "H", "H", "H", "H", "H", "H", "N", "C", "S", "C", "C", "C", "N", "C", "C", "H", "H", "H", "H", "H", "H", "C", "N", "C", "C", "O", "N", "C", "C", "H", "H", "H", "H", "H", "H", "H", "H", "H", "H", "H", "H", "N", "C", "N", "O", "H", "H", "H", "H"],
  "coordinates": [[-0.02745, 0.21352, 0.01438], [2.51187, 3.66700, 0.71778], [0.85644, 2.73198, 0.42576], [0.73454, 2.94245, -1.52292], [-0.55412, 3.89234, 1.01524], [-0.30256, 5.16551, 1.51322], [-1.37306, 5.99273, 1.83910], [-2.67498, 5.53162, 1.70825], [-2.92026, 4.25175, 1.22476], [-1.85165, 3.42884, 0.88800], [-2.15830, 1.64682, 0.22968], [-3.74693, 1.08436, 1.16748], [-2.86118, 1.97224, -1.54053], [2.45452, 4.57915, 0.12768], [3.33342, 3.04969, 0.36286], [2.65722, 3.89244, 1.76995], [0.19338, 3.85774, -1.75715], [0.24368, 2.09559, -1.99099], [1.74267, 3.00743, -1.92892], [0.70902, 5.52700, 1.64182], [-1.18401, 6.99604, 2.19797], [-3.50521, 6.15974, 2.00420], [-3.94283, 3.90677, 1.14018], [-4.56626, 1.71929, 0.84135], [-3.59949, 1.18283, 2.23922], [-3.98098, 0.05234, 0.92609], [-3.59755, 2.76955, -1.45988], [-3.33855, 1.06717, -1.90868], [-2.07929, 2.26563, -2.23448], [1.77535, -6.65930, -0.38013], [2.22080, -5.74771, 0.45904], [3.48455, -5.95253, 1.50030], [1.58319, -4.39705, 0.43156], [1.26536, -3.74965, 1.62080], [0.75770, -2.46828, 1.57408], [0.56989, -1.80601, 0.42568], [0.86667, -2.43535, -0.73161], [1.35716, -3.72657, -0.76743], [2.19378, -7.58240, -0.39363], [0.96726, -6.50485, -0.96745], [1.41088, -4.23752, 2.57685], [0.50232, -1.94515, 2.48661], [0.70596, -1.88905, -1.64674], [1.58906, -4.18416, -1.72184], [4.99362, -1.46078, -1.42424], [3.83686, -0.56268, -1.52005], [3.34446, -0.36300, -2.88686], [3.16667, -0.07502, -0.46856], [1.97633, 0.37523, -0.68022], [3.75457, -0.04617, 0.74519], [2.99517, 0.17052, 1.96966], [5.19396, 0.23801, 0.91208], [4.84808, -2.26723, -2.14222], [5.07044, -1.89083, -0.43123], [5.92491, -0.95587, -1.67916], [4.13478, 0.07514, -3.49483], [2.48479, 0.29299, -2.88863], [3.06880, -1.32286, -3.32605], [1.95900, -0.10267, 1.84383], [3.04541, 1.21100, 2.29189], [3.42372, -0.44757, 2.76052], [5.64391, 0.52983, -0.03032], [5.73231, -0.61505, 1.32235], [5.29744, 1.06691, 1.61084], [-3.15035, -2.19610, -1.72624], [-2.37215, -1.67223, -0.77630], [-2.53807, -2.07675, 0.49123], [-1.50081, -0.81591, -1.11384], [-3.89494, -2.84168, -1.52529], [-3.03122, -1.89352, -2.67860], [-3.25905, -2.72598, 0.75855], [-1.97790, -1.66351, 1.21487]],
  "mulliken_charge": [-0.199, -1.421, 1.148, -0.987, 0.250, -0.726, -0.661, -0.888, -0.671, 0.021, 0.767, -1.222, -1.076, 0.557, 0.317, 0.471, 0.444, 0.196, 0.470, 0.423, 0.428, 0.426, 0.322, 0.457, 0.409, 0.380, 0.485, 0.362, 0.325, -0.286, 0.166, 0.145, 0.527, -0.671, -0.951, 0.624, -0.549, -0.675, 0.256, 0.245, 0.635, 0.574, 0.606, 0.588, -1.174, 0.200, -1.061, 0.271, 0.205, 0.309, -0.784, -1.317, 0.382, 0.408, 0.317, 0.424, 0.195, 0.348, 0.032, 0.309, 0.376, 0.457, 0.358, 0.410, -0.414, 0.676, -0.292, -0.526, 0.181, 0.272, 0.227, 0.167],
  "lumo_ev": [-9.61, -12.11],
  "s2": 0.755,
  "e_tot_ev": -171535.0759,
  "relative_energy_kj_mol": 156.7,
  "spin_multiplicity": 2,
  "total_charge": 3,
  "homo_lumo_gap_ev": [5.925, 3.416]
}

***

Record 2
{
  "formula": "C23H18BrIO4PtS",
  "method": "wB97M-V/def2-TZVPD",
  "species": ["Pt", "I", "C", "C", "C", "C", "C", "C", "C", "C", "C", "C", "H", "H", "H", "H", "H", "H", "Br", "C", "C", "C", "C", "C", "C", "C", "C", "C", "C", "H", "H", "H", "H", "H", "H", "C", "S", "O", "O", "O", "H", "H", "H", "C", "C", "O", "H", "H", "H"],
  "coordinates": [[0.06006, -0.14738, -0.43484], [2.40972, 0.45612, 0.36608], [2.06939, 2.50178, 0.14827], [3.08173, 3.36788, 0.42868], [2.83243, 4.75020, 0.32915], [1.59474, 5.18788, -0.03976], [0.54668, 4.28174, -0.33352], [-0.73013, 4.75734, -0.71242], [-1.72521, 3.87027, -0.98370], [-1.48971, 2.48046, -0.90130], [-0.27756, 1.94129, -0.54439], [0.76647, 2.87839, -0.24653], [4.05814, 3.01495, 0.73436], [3.62541, 5.45076, 0.55346], [1.38891, 6.24898, -0.11121], [-0.89421, 5.82583, -0.77729], [-2.70951, 4.22095, -1.26819], [-2.33639, 1.84463, -1.13006], [-2.24967, -0.74697, -1.00888], [-2.05596, -2.62664, -0.70632], [-3.16097, -3.40508, -0.84324], [-3.02387, -4.79047, -0.62173], [-1.80497, -5.30722, -0.29490], [-0.66072, -4.48274, -0.16651], [0.60223, -5.03306, 0.15464], [1.68518, -4.21789, 0.25836], [1.56030, -2.82416, 0.06093], [0.36778, -2.21609, -0.23298], [-0.76707, -3.07983, -0.36546], [-4.11823, -2.98004, -1.11224], [-3.88964, -5.43162, -0.71651], [-1.69216, -6.37155, -0.12813], [0.68661, -6.10137, 0.31043], [2.65677, -4.63049, 0.49930], [2.47219, -2.24873, 0.16722], [-1.22879, -0.04370, 4.16495], [-0.09849, 0.07683, 2.80937], [0.99577, -0.83136, 3.09127], [0.28094, 1.46963, 2.66357], [-0.92893, -0.39217, 1.64617], [-0.69513, 0.26905, 5.05963], [-1.54605, -1.07924, 4.25342], [-2.07607, 0.61129, 3.97736], [1.29257, 0.98326, -3.02462], [0.58817, -0.19815, -2.41021], [0.20587, -1.13018, -3.03874], [1.58292, 0.71734, -4.03920], [2.15807, 1.29107, -2.44491], [0.59039, 1.81821, -3.03884]],
  "nbo_charge": [0.836, 0.603, -0.144, -0.258, -0.195, -0.174, -0.070, -0.191, -0.202, -0.254, -0.293, -0.041, 0.223, 0.220, 0.216, 0.212, 0.214, 0.191, 0.313, -0.047, -0.251, -0.206, -0.172, -0.061, -0.193, -0.191, -0.249, -0.247, -0.042, 0.228, 0.221, 0.216, 0.211, 0.215, 0.185, -0.890, 2.400, -1.005, -1.011, -1.056, 0.240, 0.238, 0.236, -0.745, 0.560, -0.526, 0.239, 0.236, 0.261],
  "lumo_ev": -1.43,
  "e_tot_ev": -124557.1187,
  "relative_energy_kj_mol": 0.0,
  "total_charge": 0,
  "homo_lumo_gap_ev": 6.702
}

***

Record 3
{
  "formula": "C30H27F4MoN5O5",
  "method": "wB97M-V/def2-TZVPD",
  "species": ["Mo", "C", "C", "N", "C", "C", "C", "O", "O", "C", "O", "C", "C", "C", "F", "C", "C", "C", "N", "C", "C", "N", "C", "C", "H", "H", "H", "H", "H", "H", "H", "H", "H", "H", "H", "H", "H", "H", "H", "H", "H", "H", "C", "C", "C", "C", "C", "C", "N", "N", "C", "C", "C", "C", "C", "C", "H", "H", "H", "H", "H", "H", "H", "H", "H", "F", "C", "F", "F", "C", "O", "O"],
  "coordinates": [[16.04440, 10.25671, 9.94301], [9.24447, 11.75985, 6.65099], [9.31889, 11.03244, 7.97455], [10.66175, 11.12796, 8.61126], [11.57833, 10.23881, 8.24338], [12.83106, 10.26370, 8.71265], [13.79836, 9.22599, 8.19377], [13.45418, 8.41530, 7.37262], [15.06712, 9.34459, 8.57287], [13.15570, 11.12019, 9.78282], [14.23248, 11.08608, 10.50590], [12.22434, 12.20299, 10.03478], [12.69154, 13.27331, 10.82228], [12.01141, 14.49606, 10.72220], [12.57268, 15.58644, 11.24677], [10.78051, 14.60077, 10.05243], [10.28812, 13.46490, 9.38758], [10.98478, 12.27324, 9.39622], [10.02451, 15.79931, 9.94551], [8.59160, 15.84028, 10.02606], [8.06682, 16.48506, 8.70500], [9.22907, 17.32652, 8.10068], [10.06181, 18.10117, 9.09769], [10.64686, 17.11152, 10.12157], [8.29967, 11.53613, 6.24325], [10.05960, 11.56637, 5.97589], [9.23005, 12.85001, 6.84860], [9.06958, 9.99921, 7.74609], [8.54935, 11.34630, 8.68864], [11.21072, 9.50778, 7.49934], [13.59038, 13.21337, 11.35560], [9.34287, 13.51462, 8.90766], [8.26346, 16.31331, 10.91158], [8.14059, 14.88318, 10.06661], [7.22119, 17.12502, 8.90289], [7.70858, 15.68991, 7.99652], [8.81976, 17.92538, 7.34558], [9.89234, 16.73290, 7.58660], [9.29203, 18.80003, 9.52347], [10.72336, 18.66901, 8.47630], [10.44789, 17.56169, 11.13648], [11.70591, 17.00136, 9.98013], [16.59160, 11.11221, 15.47326], [15.60980, 10.48387, 14.63259], [15.62312, 10.86248, 13.30869], [16.56635, 11.73390, 12.73875], [17.53676, 12.29307, 13.56657], [17.52513, 11.95834, 14.93522], [16.56726, 11.86940, 11.32213], [17.07246, 12.91308, 10.86798], [17.13752, 12.87172, 9.47541], [17.73072, 13.91476, 8.83669], [17.93298, 13.86635, 7.46366], [17.40774, 12.81311, 6.77653], [16.73300, 11.78078, 7.36364], [16.62971, 11.78130, 8.76283], [16.63810, 10.84349, 16.55226], [14.74850, 9.90124, 14.99718], [14.79326, 10.57727, 12.63967], [18.29615, 12.81817, 13.04856], [18.27877, 12.39579, 15.59542], [18.14827, 14.72140, 9.44617], [18.46449, 14.64409, 6.95416], [17.47830, 12.77378, 5.68880], [16.35829, 10.99906, 6.76244], [17.15256, 6.36187, 11.20642], [16.81537, 7.53974, 11.56245], [16.30328, 7.54293, 12.75577], [15.76393, 7.95862, 10.74432], [17.95614, 8.59396, 11.42115], [18.99415, 8.31102, 11.89289], [17.62279, 9.71106, 10.76887]],
  "mulliken_charge": [0.261, -0.879, -1.054, 0.208, -0.102, -0.222, -0.062, -0.616, -0.680, 1.069, 0.091, 0.328, -1.124, 0.578, -0.313, -0.478, 0.401, -0.956, -0.020, -0.851, -0.636, -0.235, -0.585, -0.719, 0.438, 0.335, 0.183, 0.485, 0.455, 0.555, 0.802, 0.467, 0.434, 0.453, 0.390, 0.387, 0.377, 0.391, 0.314, 0.409, 0.391, 0.454, -0.413, -0.895, 0.611, -0.024, -0.428, -0.699, 1.200, -1.297, -0.039, -0.292, -0.691, -0.533, -0.542, 1.421, 0.382, 0.430, 0.250, 0.544, 0.384, 0.467, 0.453, 0.403, 0.672, -0.210, 0.895, -0.236, -0.270, 0.290, -0.445, -0.513],
  "lumo_ev": [-5.89, -6.13],
  "s2": 2.021,
  "e_tot_ev": -61946.9131,
  "spin_multiplicity": 3,
  "total_charge": 2,
  "homo_lumo_gap_ev": [6.916, 7.144]
}